Density functional theory data (ωB97M-V with the def2-TZVPD basis set) for a structure of composition C4H7NO2.

Computed properties:
Highest occupied orbital energy: -9.13 eV
2S+1: 1
DFT total energy: -361.70517 hartree

Each line ends with the Mulliken charge.
CARTESIAN COORDINATES (ANGSTROEM)
O (-1.330, -0.616, -1.626)  -0.588
C (-0.938, 0.240, -0.601)  0.023
C (-0.905, -0.404, 0.800)  -0.628
N (0.598, -0.456, 0.883)  -0.464
C (1.147, 0.921, 0.678)  -0.253
C (0.602, 0.285, -0.514)  0.408
O (1.341, -0.538, -1.267)  -0.754
H (-0.494, -0.981, -1.979)  0.389
H (-1.451, 1.205, -0.687)  0.323
H (-1.334, 0.178, 1.623)  0.271
H (-1.308, -1.417, 0.803)  0.298
H (1.233, -1.079, -0.075)  0.511
H (2.228, 0.949, 0.759)  0.235
H (0.611, 1.713, 1.201)  0.229



Density functional theory data (ωB97M-V with the def2-TZVPD basis set) for the molecule C3H3F3.

Computed properties:
Highest occupied orbital energy: -11.01 eV
2S+1: 1
Structure (SMILES): F[C@H]1[C@H](F)[C@H]1F
DFT total energy: -415.64642 hartree

Each line ends with the Mulliken charge.
CARTESIAN COORDINATES (ANGSTROEM)
C (-0.771, 0.004, -0.401)  -0.059
C (0.194, 0.756, 0.435)  -0.089
C (0.210, -0.750, 0.441)  -0.082
H (-0.599, 0.014, -1.459)  0.363
H (-0.152, 1.252, 1.321)  0.353
H (-0.133, -1.287, 1.331)  0.339
F (-2.086, -0.009, -0.051)  -0.286
F (1.210, 1.396, -0.195)  -0.270
F (1.218, -1.392, -0.204)  -0.269



Density functional theory data (ωB97M-V with the def2-TZVPD basis set) for a cluster of 4 separate species, C15H29BF3O12 in total.

Computed properties:
Highest occupied orbital energy: -2.12 eV
2S+1: 1
Total charge: -1
DFT total energy: -1816.36173 hartree

Each line ends with the Mulliken charge.
CARTESIAN COORDINATES (ANGSTROEM)
C (1.519, -3.351, 2.796)  -0.538
O (0.461, -2.435, 2.711)  -0.647
B (0.782, -1.077, 3.052)  0.572
O (-0.005, -0.593, 4.127)  -0.612
C (1.830, -0.286, 2.380)  -1.079
C (2.065, -0.655, 0.896)  0.530
C (2.933, 0.385, 0.199)  -0.828
O (2.511, 0.801, -1.108)  -0.380
C (2.275, -0.238, -1.992)  -0.719
C (0.785, -0.400, -2.331)  1.053
F (0.578, -0.212, -3.674)  -0.349
F (0.302, -1.631, -2.051)  -0.299
F (0.004, 0.512, -1.693)  -0.248
H (2.323, -2.988, 3.428)  0.326
H (1.954, -3.565, 1.820)  0.177
H (1.148, -4.292, 3.197)  0.182
H (-0.277, -1.357, 4.633)  0.235
H (1.592, 0.776, 2.473)  0.011
H (2.605, -1.598, 0.881)  0.048
H (1.124, -0.802, 0.372)  0.219
H (3.966, 0.036, 0.162)  0.258
H (2.928, 1.283, 0.798)  0.387
H (2.755, 0.016, -2.933)  0.398
H (2.684, -1.183, -1.658)  0.340
C (0.892, 4.564, -8.087)  -0.644
O (-0.188, 4.224, -7.221)  -0.336
C (0.201, 3.724, -6.042)  0.808
O (1.340, 3.565, -5.700)  -0.546
O (-0.883, 3.450, -5.335)  -0.338
C (-0.628, 2.900, -4.028)  -0.520
H (0.441, 4.952, -8.996)  0.214
H (1.522, 5.328, -7.636)  0.291
H (1.489, 3.685, -8.322)  0.296
H (-0.068, 3.606, -3.419)  0.309
H (-0.093, 1.963, -4.108)  0.226
H (-1.597, 2.727, -3.572)  0.229
C (-2.475, 5.989, -3.244)  -0.670
O (-2.206, 5.406, -1.970)  -0.284
C (-3.221, 5.439, -1.113)  0.787
O (-4.307, 5.912, -1.323)  -0.560
O (-2.825, 4.851, 0.008)  -0.286
C (-3.815, 4.787, 1.034)  -0.656
H (-1.565, 5.880, -3.826)  0.148
H (-3.284, 5.464, -3.746)  0.322
H (-2.720, 7.046, -3.148)  0.370
H (-4.677, 4.214, 0.700)  0.294
H (-4.126, 5.787, 1.331)  0.291
H (-3.346, 4.284, 1.873)  0.232
C (1.060, -8.624, 4.382)  -0.614
O (0.250, -8.501, 5.553)  -0.327
C (-0.197, -7.262, 5.763)  0.840
O (0.027, -6.310, 5.074)  -0.535
O (-0.934, -7.267, 6.873)  -0.332
C (-1.471, -5.984, 7.206)  -0.614
H (1.355, -9.668, 4.327)  0.191
H (0.495, -8.355, 3.493)  0.294
H (1.945, -7.996, 4.460)  0.295
H (-2.124, -5.623, 6.414)  0.294
H (-0.673, -5.267, 7.381)  0.294
H (-2.044, -6.124, 8.118)  0.200



| no. | LUMO energy (Eh) | maximum force (hartree/bohr) |
| --- | --- | --- |
| 1 | 0.03389 | 0.009 |
| 2 | 0.03941 | 0.009 |
| 3 | 0.08394 | 0.022 |